(1)
Computed, not measured: a molecular structure, C31H36O5P2Pd, with ωB97M-V/def2-TZVPD.

XYZ file:
```
75
Properties=species:S:1:pos:R:3:forces:R:3
Pd -0.0758 -0.2852 0.2600 0.178 -0.804 -0.368
C -0.0134 -0.8292 -3.2204 0.004 -0.073 -0.010
O 0.3060 0.0340 -2.1310 -0.083 0.034 0.020
C 1.5501 0.6941 -2.2866 0.086 -0.059 0.014
C 1.8104 1.5078 -1.0444 0.077 0.032 -0.045
O 1.7593 0.5693 0.0631 -0.126 0.402 -0.005
C 2.3301 0.9687 1.3237 0.088 0.059 0.015
C 2.3190 -0.2683 2.1822 -0.041 0.038 0.108
O 0.9635 -0.7243 2.2059 -0.169 -0.116 0.022
C 0.7204 -1.8442 3.0693 0.116 0.034 0.018
H -0.0803 -0.2591 -4.1486 -0.003 0.011 0.007
H -0.9769 -1.2821 -2.9979 -0.008 -0.002 -0.007
H 0.7376 -1.6159 -3.3273 0.013 0.017 0.001
H 1.5392 1.3505 -3.1616 -0.021 0.013 0.005
H 2.3480 -0.0466 -2.4110 0.014 0.026 -0.043
H 1.0624 2.2838 -0.8776 -0.047 -0.030 -0.029
H 2.8068 1.9479 -1.0901 0.013 -0.010 0.069
H 1.7246 1.7657 1.7613 -0.012 0.011 -0.014
H 3.3459 1.3289 1.1599 0.014 -0.027 -0.020
H 2.6408 -0.0144 3.1947 0.008 -0.031 0.016
H 2.9698 -1.0499 1.7822 0.002 0.025 -0.052
H 1.0366 -1.5958 4.0827 0.014 -0.002 -0.001
H 1.2570 -2.7248 2.7143 -0.008 -0.008 -0.005
H -0.3500 -2.0166 3.0561 -0.009 -0.014 -0.003
O -1.5357 -1.6750 0.1395 -0.219 0.207 0.413
P -3.0444 -1.6825 -0.1467 0.121 0.071 -0.274
C -3.5951 -0.0355 -0.6971 -0.090 -0.006 0.090
P -2.8199 1.3296 0.2232 -0.216 0.118 0.267
O -1.3585 1.3964 -0.1679 0.329 0.182 0.012
C -3.6532 2.8529 -0.1754 -0.051 -0.130 -0.158
C -5.0462 2.9356 -0.1869 -0.018 0.020 0.006
C -5.6599 4.1500 -0.4394 0.007 0.011 -0.004
C -4.8869 5.2793 -0.6817 0.005 -0.009 -0.001
C -3.5020 5.1971 -0.6750 -0.003 0.006 -0.001
C -2.8796 3.9840 -0.4235 0.022 0.011 -0.009
C -3.0243 1.0037 1.9763 -0.062 0.067 -0.049
C -1.9205 1.0978 2.8191 0.001 -0.019 -0.013
C -2.0689 0.8879 4.1826 0.013 -0.003 0.011
C -3.3210 0.6042 4.7086 0.011 0.003 -0.005
C -4.4310 0.5398 3.8749 0.004 -0.006 -0.005
C -4.2840 0.7400 2.5137 -0.047 -0.001 0.023
C -3.3579 -2.8033 -1.4992 0.008 0.064 -0.011
C -4.5355 -2.7222 -2.2434 -0.017 0.014 -0.010
C -4.7696 -3.6306 -3.2618 0.011 -0.016 -0.007
C -3.8324 -4.6185 -3.5377 0.000 0.005 0.006
C -2.6595 -4.6992 -2.7998 -0.003 -0.004 -0.007
C -2.4172 -3.7934 -1.7787 0.004 -0.027 0.018
C -3.9925 -2.1790 1.2802 0.006 -0.012 -0.054
C -3.3372 -2.6156 2.4248 0.047 0.002 0.002
C -4.0716 -3.0329 3.5244 -0.021 -0.001 0.001
C -5.4578 -3.0168 3.4760 0.001 -0.002 -0.004
C -6.1162 -2.5954 2.3256 0.001 -0.007 0.013
C -5.3869 -2.1820 1.2247 -0.015 0.007 -0.001
H -4.6854 0.0378 -0.6875 0.012 -0.053 0.089
H -3.2725 0.0949 -1.7343 0.007 0.003 -0.017
H -5.6632 2.0649 0.0031 0.010 -0.001 -0.007
H -6.7391 4.2184 -0.4498 0.003 -0.003 -0.001
H -5.3692 6.2271 -0.8798 0.002 -0.003 0.002
H -2.9055 6.0781 -0.8689 -0.004 -0.003 0.002
H -1.8000 3.9115 -0.4232 -0.006 -0.002 0.001
H -0.9523 1.3658 2.4150 0.019 -0.038 -0.012
H -1.2101 0.9688 4.8363 -0.015 0.003 0.011
H -3.4381 0.4514 5.7735 0.005 0.002 -0.005
H -5.4107 0.3390 4.2874 0.007 -0.002 -0.002
H -5.1605 0.6893 1.8792 0.010 0.002 -0.007
H -5.2737 -1.9540 -2.0438 0.012 -0.001 -0.003
H -5.6806 -3.5684 -3.8413 0.005 0.001 0.003
H -4.0177 -5.3278 -4.3333 -0.002 0.003 0.005
H -1.9339 -5.4713 -3.0173 -0.003 0.004 -0.002
H -1.5038 -3.8551 -1.2011 -0.008 0.007 0.000
H -2.2567 -2.6382 2.4444 -0.005 0.006 0.003
H -3.5635 -3.3780 4.4149 -0.001 0.003 -0.001
H -6.0315 -3.3470 4.3320 0.005 0.003 -0.005
H -7.1972 -2.6018 2.2858 0.005 0.001 -0.001
H -5.9133 -1.8743 0.3276 0.014 -0.002 0.005
```
Forces are in eV/Å.

Summary:
net charge	+2
LUMO (spin up / spin down)	-7.11 / -7.25	eV
E_HOMO (spin up / spin down)	-14.256 / -14.256	eV
electronic energy	-65013.0582	eV
frontier orbital gap (spin up / spin down)	7.147 / 7.008	eV

Mulliken atomic charge list, values in e, 5 entries:
1 Pd 1.524
2 C -0.615
3 O 0.000
4 C -0.538
5 C -0.497


(2)
Computed, not measured: 2 unconnected molecules or ions with the total composition C31H37BO3S2 in a non-equilibrium geometry, with ωB97M-V/def2-TZVPD.

XYZ file:
```
74
Properties=species:S:1:pos:R:3:forces:R:3
C -0.0208 -7.9970 -0.2918 -0.118 -0.257 -0.087
C 0.2847 -6.5952 0.0693 0.348 1.094 0.961
C 0.9600 -6.1344 1.1850 -0.463 -0.017 -0.843
C 1.0804 -4.6969 1.2339 -0.317 -0.752 -0.978
C 0.4962 -4.0794 0.1443 0.076 0.038 0.495
B 0.2818 -2.4475 -0.1270 2.078 -3.445 -1.318
C 1.1323 -2.0598 -1.4495 -0.275 0.656 0.381
C 2.4208 -1.5826 -1.5357 -0.669 -0.232 -0.674
C 2.8240 -1.3865 -2.8952 -0.522 -0.292 -0.598
C 1.8484 -1.7203 -3.8142 0.391 0.384 1.145
C 1.9434 -1.7025 -5.2851 0.010 0.015 -0.387
S 0.3872 -2.2048 -3.0075 1.084 0.161 0.226
O -1.1274 -2.2482 -0.2571 -0.953 1.554 0.599
C -1.5027 -1.6361 0.9720 0.775 0.259 -0.059
C -2.6394 -0.6646 0.6920 -0.067 0.101 0.117
C -1.9256 -2.7058 1.9716 -0.118 0.058 0.272
C -0.1176 -0.9358 1.4414 -0.484 -0.627 0.046
C 0.1201 0.3672 0.7150 -0.074 0.742 -0.230
C 0.0179 -0.6792 2.9275 -0.237 0.059 -0.036
O 0.8677 -1.8591 1.0363 -0.775 1.379 1.072
S -0.2731 -5.2423 -0.8888 0.837 -0.402 0.739
H 0.3865 -8.6664 0.4712 -0.091 -0.011 -0.118
H -1.1054 -8.1401 -0.3496 0.129 -0.208 -0.071
H 0.4238 -8.2578 -1.2585 -0.129 -0.099 0.095
H 1.3412 -6.8080 1.9514 -0.004 0.085 -0.179
H 1.6071 -4.1988 2.0432 -0.170 0.200 -0.271
H 3.0690 -1.4025 -0.6821 -0.259 -0.105 -0.052
H 3.8083 -1.0397 -3.1996 -0.079 -0.069 -0.013
H 2.9031 -1.2687 -5.5730 -0.086 -0.043 -0.175
H 1.8727 -2.7193 -5.6866 0.034 0.170 -0.124
H 1.1313 -1.1043 -5.7086 0.119 -0.060 -0.210
H -2.8382 -0.0302 1.5618 -0.033 0.035 0.027
H -2.4134 -0.0232 -0.1675 0.040 -0.230 0.202
H -3.5557 -1.2215 0.4699 0.105 0.034 -0.032
H -2.2871 -2.2278 2.8886 -0.015 -0.119 0.038
H -2.7444 -3.3037 1.5559 0.161 0.092 -0.037
H -1.0941 -3.3780 2.2163 -0.194 0.189 -0.124
H -0.5158 1.1597 1.1264 -0.076 0.022 -0.048
H 1.1636 0.6775 0.8410 -0.094 -0.197 0.017
H -0.0764 0.2838 -0.3612 0.041 -0.198 0.084
H -0.7314 0.0610 3.2181 -0.026 -0.005 0.273
H -0.1158 -1.5917 3.5089 0.072 0.088 -0.033
H 1.0118 -0.2655 3.1171 -0.034 -0.060 0.077
C -5.5103 4.4043 1.3889 0.018 -0.139 -0.227
O -5.1382 3.3834 0.4390 0.950 0.398 -0.801
C -3.9140 3.4281 -0.1396 0.102 -0.513 0.891
C -3.5945 2.4158 -1.0854 -0.385 0.025 0.153
C -2.2923 2.2141 -1.4684 0.046 0.256 -0.182
C -1.2322 3.0158 -0.9426 0.018 -0.354 -0.193
C 0.1049 2.6284 -1.2166 -0.813 1.436 -0.277
C 1.2331 3.1971 -0.5557 0.657 0.089 0.629
C 2.4446 3.3892 -1.2700 -0.211 -0.378 0.195
C 3.6038 3.7491 -0.6076 -0.309 0.016 -0.196
C 3.6133 3.8772 0.7898 -0.141 0.092 -0.149
C 4.9015 4.0998 1.5141 0.236 0.014 0.204
C 2.4085 3.8014 1.4994 -0.308 -0.056 -0.330
C 1.2251 3.4863 0.8439 0.127 0.098 -0.444
C -1.5988 4.1405 -0.1420 -0.106 -0.106 0.215
C -2.9030 4.3353 0.2706 -0.032 -0.025 -0.002
H -6.5280 4.1439 1.6720 0.118 0.095 0.021
H -4.8632 4.3960 2.2715 -0.046 -0.125 -0.161
H -5.4926 5.3954 0.9231 -0.013 -0.174 0.031
H -4.3893 1.7529 -1.4305 0.229 0.218 0.118
H -2.0306 1.4244 -2.1807 -0.198 0.123 0.399
H 0.2907 1.9727 -2.0800 -0.104 0.076 0.486
H 2.4160 3.2511 -2.3519 0.235 -0.069 0.287
H 4.5192 3.9163 -1.1737 -0.162 -0.132 0.159
H 4.7361 4.0469 2.5936 0.143 0.097 -0.151
H 5.6399 3.3328 1.2467 -0.186 0.152 0.014
H 5.3406 5.0744 1.2626 -0.119 -0.180 0.065
H 2.4060 3.9735 2.5761 -0.005 -0.120 -0.281
H 0.2945 3.4202 1.4046 0.319 -0.271 -0.087
H -0.8437 4.8660 0.1618 -0.171 -0.271 -0.091
H -3.1460 5.1435 0.9676 0.171 -0.260 -0.463
```
Forces are in eV/Å.

Summary:
ΔE to the lowest compared entry with this formula, charge and spin	192.4	kJ/mol
LUMO	-3.15	eV
E_HOMO	-6.056	eV
electronic energy	-61235.5261	eV
frontier orbital gap	2.903	eV

Mulliken atomic charge list, values in e, 5 entries:
1 C -1.214
2 C 0.522
3 C -0.642
4 C -0.931
5 C 0.277


(3)
Computed, not measured: a molecular structure, C31H37BiCl3Ge2N3O2, with ωB97M-V/def2-TZVPD.

XYZ file:
```
79
Properties=species:S:1:pos:R:3:forces:R:3
Bi 0.6383 -0.7343 -0.3977 0.162 -0.146 0.007
N -1.7734 -2.1447 -0.0125 0.027 0.079 -0.043
C -2.6742 -2.1381 1.1680 -0.092 -0.033 0.048
C -2.0076 -2.7437 2.4018 -0.058 0.007 -0.010
C -1.1954 -1.8074 3.2923 0.070 -0.023 0.090
C 0.1088 -1.2644 2.7343 0.033 0.033 0.041
N -0.1049 -0.1851 1.7060 0.077 0.169 0.068
H -2.3184 -1.9177 -0.8414 -0.041 0.023 -0.003
H -1.4786 -3.1084 -0.1606 0.023 0.003 -0.021
H -3.5834 -2.6982 0.9392 0.032 0.012 0.024
H -2.9876 -1.1071 1.3543 -0.030 -0.001 0.018
H -1.3880 -3.5914 2.0936 0.019 -0.055 -0.003
H -2.7909 -3.1754 3.0257 -0.010 0.027 -0.019
H -0.9375 -2.3481 4.2053 -0.006 0.001 -0.023
H -1.8144 -0.9661 3.6207 -0.019 0.020 0.013
H 0.7084 -2.0636 2.2872 -0.009 -0.069 0.001
H 0.7063 -0.8279 3.5342 0.002 -0.043 -0.022
H 0.3800 0.6718 1.9913 -0.126 -0.062 -0.014
H -1.0946 0.0486 1.6533 -0.003 -0.018 -0.056
C -3.0493 7.6621 0.9972 -0.033 0.021 -0.028
C -1.7531 6.9356 0.8109 0.027 -0.129 -0.061
C -0.5982 7.4179 1.4461 0.009 -0.023 -0.005
C 0.6279 6.7349 1.3974 0.052 -0.143 -0.088
C 0.7244 5.5960 0.6569 -0.024 0.157 0.094
C -0.4069 5.1407 -0.0885 0.024 -0.042 -0.028
N -0.1675 4.0983 -0.9220 0.141 -0.003 0.194
C -0.7359 3.8488 -2.1825 -0.061 0.003 -0.162
C -1.1852 4.9200 -2.9464 -0.015 -0.091 -0.037
C -1.6899 4.7172 -4.2221 0.024 -0.018 0.059
C -1.7267 3.4437 -4.7708 0.028 -0.025 0.045
C -1.2304 2.3782 -4.0413 0.031 -0.009 0.036
C -0.7319 2.5559 -2.7472 -0.107 0.042 -0.121
C -0.2763 1.3585 -2.0419 -0.056 0.135 0.155
O 0.1831 0.3386 -2.6516 0.109 -0.281 -0.159
O -0.3362 1.2533 -0.7701 -0.064 0.032 -0.030
C -1.6874 5.7651 0.0637 0.031 0.114 0.074
C -2.9526 5.1406 -0.4366 -0.064 -0.008 -0.013
H -2.9001 8.5994 1.5270 -0.003 0.001 -0.003
H -3.7541 7.0609 1.5732 -0.038 -0.013 0.025
H -3.5193 7.8831 0.0387 -0.026 0.003 -0.012
H -0.6678 8.3298 2.0237 -0.004 0.038 0.023
H 1.4849 7.1278 1.9238 0.042 0.002 0.016
H 1.6631 5.0704 0.5527 0.070 -0.020 -0.001
H 0.6948 3.5901 -0.7345 -0.044 0.072 -0.020
H -1.1053 5.9225 -2.5520 0.006 0.047 0.027
H -2.0378 5.5648 -4.7947 -0.012 0.040 -0.027
H -2.1241 3.2869 -5.7630 -0.010 -0.008 -0.018
H -1.2657 1.3798 -4.4580 -0.010 0.007 -0.001
H -3.4144 5.7404 -1.2229 -0.016 0.001 -0.033
H -3.6700 5.0971 0.3835 -0.028 0.008 -0.010
H -2.8136 4.1324 -0.8150 0.000 -0.020 0.005
Cl 2.0305 2.3212 1.7479 0.022 0.054 0.046
Ge 2.7137 1.0632 0.1087 0.060 -0.099 -0.017
Cl 4.6501 0.3718 0.5884 0.005 0.056 0.048
Cl 2.8386 2.4558 -1.5489 -0.048 0.058 -0.030
Ge 1.0562 -0.5507 -4.3246 -0.293 0.137 0.052
C 2.4855 -1.2969 -3.2952 0.080 -0.052 -0.070
C 2.4313 -2.5616 -2.6911 -0.050 0.037 -0.001
C 3.5387 -3.0684 -2.0271 0.012 0.000 0.034
C 4.7163 -2.3319 -1.9818 0.001 -0.038 0.034
C 4.7885 -1.0856 -2.5852 0.012 0.047 -0.018
C 3.6794 -0.5669 -3.2359 -0.041 0.005 -0.019
C -0.4748 -1.4882 -4.9662 0.068 -0.019 -0.084
C -1.1525 -0.9354 -6.0582 0.064 0.025 -0.027
C -2.2695 -1.5672 -6.5856 0.047 0.039 0.008
C -2.7135 -2.7570 -6.0305 -0.034 -0.015 -0.008
C -2.0446 -3.3224 -4.9519 0.040 0.008 0.013
C -0.9286 -2.6958 -4.4239 0.008 0.035 0.043
H 1.4077 0.7192 -5.0884 0.041 -0.016 0.004
H 1.5476 -3.1790 -2.7755 -0.066 -0.044 -0.027
H 3.4996 -4.0527 -1.5801 -0.008 -0.017 -0.007
H 5.5869 -2.7421 -1.4906 0.043 -0.023 0.032
H 5.7131 -0.5245 -2.5608 -0.005 0.006 -0.014
H 3.7545 0.3992 -3.7190 0.009 0.023 -0.028
H -0.7925 -0.0249 -6.5253 -0.004 0.019 0.002
H -2.7804 -1.1436 -7.4391 0.006 0.017 -0.008
H -3.5759 -3.2565 -6.4496 -0.019 -0.015 -0.008
H -2.3832 -4.2640 -4.5430 -0.001 -0.022 0.021
H -0.4056 -3.1676 -3.6026 0.020 -0.022 0.039
```
Forces are in eV/Å.

Summary:
net charge	+3
multiplicity	2
LUMO (spin up / spin down)	-8.89 / -10.37	eV
E_HOMO (spin up / spin down)	-16.298 / -16.624	eV
expectation value of S²	0.7789
electronic energy	-197731.4263	eV
frontier orbital gap (spin up / spin down)	7.407 / 6.253	eV

Mulliken atomic charge list, values in e, 5 entries:
1 Bi 1.529
2 N -0.543
3 C -0.936
4 C -0.558
5 C -0.939